Molecular formula: C3H3I3
Method: DFT, the ωB97M-V functional and the def2-TZVPD basis

relative energy (zero: lowest compared OMol25 entry of this formula, charge and spin) = 95.1 kcal per mole
E_HOMO (alpha / beta) = -0.300 / -0.306 Eh
orbital gap (alpha / beta) = 7.27 / 7.25 eV

Structure (ORCA input):
```
! wB97M-V def2-TZVPD RIJCOSX def2/J DEFGRID3
* xyz 0 1
C -0.18 0.48 -0.38
C 0.66 0.17 0.54
C 3.07 0.03 -0.13
I 3.91 -1.61 0.95
I 2.89 -0.33 -2.19
I 3.70 1.85 0.75
H -1.09 0.90 -0.29
H 0.11 0.42 -1.47
H 0.87 -0.12 1.60
*
```

These are the Mulliken partial charges, in e, on atoms 1 to 4:
1. C -0.499
2. C 0.036
3. C -0.704
4. I 0.153